Below is a cluster of 3 separate species, C6H15NO2 in total in a non-equilibrium geometry, with properties calculated with ωB97M-V with the def2-TZVPD basis set.

Each line ends with the natural charge from an NBO analysis.
Geometry (Å):
C (1.47504, 0.28231, 0.45043)  0.34
C (0.65995, -1.19612, -0.88798)  -0.25
C (2.71969, 0.77938, -0.24356)  -0.69
C (0.62878, 1.40230, 1.01738)  -0.71
N (-0.06575, -2.36788, -0.94608)  -0.85
O (1.77169, -0.71248, 1.45933)  -0.78
H (2.20236, -0.24994, 2.19903)  0.45
H (-0.13718, -2.79043, -0.00198)  0.38
H (0.07522, -2.88839, -1.80488)  0.38
H (-0.02485, -0.65549, -0.22725)  0.21
H (1.33468, -1.35116, -1.74346)  0.22
H (1.19835, 2.03433, 1.71704)  0.21
H (2.45795, 1.47524, -1.04172)  0.22
H (3.37138, 1.31474, 0.46530)  0.20
H (3.30466, -0.03717, -0.67693)  0.22
H (-0.24777, 1.01448, 1.53797)  0.21
H (0.20766, 1.99685, 0.20640)  0.24
C (-3.34065, 0.25253, 0.34141)  -0.73
C (-2.56813, 0.38974, -0.93143)  0.44
O (-2.21591, 1.33081, -1.60944)  -0.52
H (-2.21575, -0.61579, -1.25996)  0.11
H (-4.37562, 0.08584, 0.04211)  0.25
H (-2.91131, -0.58809, 0.90322)  0.23
H (-3.30449, 1.09440, 1.03504)  0.23

Computed properties:
Kohn-Sham gap (spin up / spin down) (eV): 7.61 / 7.47
F_max (eV Å⁻¹): 3.6
Electronic energy (eV): -12043.974
Total charge: 0